[1]
H3N3O | ωB97M-V/def2-TZVPD

Geometry as XYZ:
```
7
Properties=species:S:1:pos:R:3
N -0.12 1.38 0.00
N -0.64 -0.80 0.12
N 0.16 0.20 0.02
O 1.76 -0.41 -0.10
H 0.69 1.99 -0.05
H -1.64 -0.66 0.02
H -0.20 -1.70 0.00
```

Properties
HOMO = -9.60 eV
HOMO-LUMO gap = 0.3742 hartree
electronic energy = -241.11831 Eh
energy relative to the best compared isomer or geometry (same formula, charge and spin) = 407.8 kJ/mol
strongest force on any atom = 6.65 eV/Å
lowest unoccupied orbital energy = 0.6 eV

[2]
H26O13 | ωB97M-V/def2-TZVPD

Geometry as XYZ:
```
39
Properties=species:S:1:pos:R:3
O -0.31 -0.46 2.82
H -0.44 -1.45 2.86
H -1.02 -0.12 2.33
O -1.14 -3.62 0.43
H -1.58 -2.70 0.58
H -1.78 -4.40 0.37
O -2.32 -0.09 -2.36
H -2.75 -0.99 -2.70
H -2.90 0.48 -3.13
O -2.36 0.82 1.57
H -2.49 0.04 0.93
H -2.15 1.58 0.97
O -2.82 -1.34 0.26
H -3.68 -1.66 0.44
H -2.79 -0.76 -0.47
O 1.85 2.59 0.01
H 1.43 1.62 -0.08
H 2.76 2.53 -0.04
O 4.37 0.20 1.13
H 3.39 -0.08 1.11
H 5.07 -0.41 0.99
O 0.22 0.27 -0.30
H 0.83 -0.05 0.46
H 0.00 -0.58 -0.68
O 1.79 -0.61 1.07
H 1.10 -0.38 1.84
H 1.98 -1.58 1.07
O 1.26 2.93 2.26
H 0.53 2.63 2.69
H 1.47 2.53 1.21
O -1.47 2.57 0.14
H -2.02 2.53 -0.49
H -0.74 1.90 -0.08
O 0.43 0.30 -3.44
H -0.30 0.29 -2.98
H 1.07 0.91 -3.15
O 1.65 -1.96 -2.34
H 2.40 -2.29 -2.65
H 1.50 -1.20 -2.62
```

Properties
HOMO = -8.80 eV
HOMO-LUMO gap = 0.2964 hartree
electronic energy = -993.50874 Eh
energy relative to the best compared isomer or geometry (same formula, charge and spin) = 694.4 kJ/mol
strongest force on any atom = 10.68 eV/Å
lowest unoccupied orbital energy = -0.7 eV

[3]
C4H7NO | ωB97M-V/def2-TZVPD

Geometry as XYZ:
```
13
Properties=species:S:1:pos:R:3
N -1.27 0.33 1.82
C -0.54 0.38 0.80
C 0.93 0.71 0.67
C 1.00 0.29 -0.80
C -0.41 -1.20 -0.93
O -0.99 0.12 -0.47
H -2.20 0.02 1.52
H 1.13 1.79 0.86
H 1.59 0.14 1.32
H 1.74 -0.38 -1.12
H 0.82 1.14 -1.49
H -0.92 -1.96 -0.26
H -0.88 -1.37 -1.91
```

Properties
HOMO = -8.52 eV
HOMO-LUMO gap = 0.3303 hartree
electronic energy = -286.42593 Eh
energy relative to the best compared isomer or geometry (same formula, charge and spin) = 540.1 kJ/mol
strongest force on any atom = 3.95 eV/Å
lowest unoccupied orbital energy = 0.5 eV

[4]
C21H22N4PdS2SbSe4 | ωB97M-V/def2-TZVPD

Geometry as XYZ:
```
55
Properties=species:S:1:pos:R:3
Pd -2.52 -0.29 -2.42
S -0.28 -1.19 -2.49
C -0.10 -0.95 -0.84
N 0.98 -0.40 -0.30
C 1.16 -0.37 1.14
C 0.55 -1.62 1.73
N -0.86 -1.66 1.35
C -1.84 -1.85 2.43
C -1.60 -0.87 3.55
C -1.68 0.49 3.30
C -1.42 1.40 4.31
C -1.07 0.95 5.58
C -0.98 -0.41 5.84
C -1.24 -1.32 4.82
C -1.21 -1.36 0.10
S -2.78 -1.36 -0.45
C 2.00 0.30 -1.08
C 3.29 -0.48 -1.14
C 3.31 -1.78 -1.65
C 4.50 -2.49 -1.69
C 5.68 -1.92 -1.22
C 5.66 -0.63 -0.71
C 4.47 0.08 -0.67
H 0.67 0.52 1.55
H 2.23 -0.33 1.34
H 0.61 -1.58 2.81
H 1.08 -2.51 1.38
H -1.77 -2.88 2.80
H -2.83 -1.71 2.00
H -1.97 0.86 2.32
H -1.51 2.46 4.10
H -0.87 1.66 6.37
H -0.71 -0.77 6.82
H -1.18 -2.39 5.02
H 2.15 1.27 -0.61
H 1.59 0.47 -2.08
H 2.39 -2.22 -2.02
H 4.50 -3.50 -2.09
H 6.60 -2.48 -1.25
H 6.57 -0.18 -0.34
H 4.46 1.09 -0.26
N -2.75 2.14 -4.09
C -2.22 2.90 -5.05
C -1.37 2.10 -5.78
C -1.45 0.85 -5.17
N -2.29 0.88 -4.14
H -3.40 2.38 -3.34
H -2.49 3.94 -5.14
H -0.78 2.37 -6.64
H -0.94 -0.07 -5.41
Se -4.38 4.61 -1.56
Sb -3.63 2.65 -0.38
Se -4.62 0.78 -1.94
Se -1.20 2.17 -0.58
Se -4.51 2.25 1.85
```

Properties
net charge = -1
HOMO = -3.78 eV
HOMO-LUMO gap = 0.1800 hartree
electronic energy = -11802.86538 Eh
energy relative to the best compared isomer or geometry (same formula, charge and spin) = 0.0 kJ/mol
strongest force on any atom = 0.47 eV/Å
lowest unoccupied orbital energy = 1.1 eV

[5]
C25H31CoN2O4P | ωB97M-V/def2-TZVPD

Geometry as XYZ:
```
64
Properties=species:S:1:pos:R:3
Co -0.07 0.56 -0.08
C -0.94 -0.90 2.52
C -2.30 -0.67 1.92
O -2.53 -0.28 -0.54
C -1.30 -2.53 -1.39
C -0.78 -1.41 -2.27
O 0.23 -0.56 -1.70
C 1.64 -0.79 -2.00
C 2.40 -0.79 -0.70
O 1.95 0.38 0.04
C 2.36 0.41 1.43
C 1.42 -0.48 2.23
O 0.07 -0.18 1.79
H -0.64 -1.95 2.57
H -0.95 -0.51 3.54
H -2.48 0.41 1.84
H -3.03 -1.01 2.65
H -2.19 -2.92 -1.91
H -0.59 -3.35 -1.33
H -1.58 -0.75 -2.59
H -0.36 -1.89 -3.16
H 1.96 0.02 -2.66
H 1.75 -1.74 -2.52
H 3.47 -0.72 -0.87
H 2.18 -1.69 -0.11
H 2.30 1.45 1.73
H 3.39 0.08 1.53
H 1.51 -0.26 3.30
H 1.60 -1.54 2.07
N -3.04 1.02 -0.20
P -1.77 2.15 -0.54
C -1.72 2.42 -2.31
C -0.72 3.28 -2.79
C -0.62 3.53 -4.15
C -1.51 2.94 -5.03
C -2.51 2.09 -4.56
C -2.61 1.83 -3.21
C -2.21 3.63 0.31
C -3.17 4.48 -0.26
C -3.55 5.62 0.43
C -2.97 5.91 1.66
C -2.01 5.07 2.21
C -1.63 3.93 1.54
C -2.66 -1.25 0.51
C -4.05 -1.80 0.65
C -4.19 -3.05 1.21
C -3.03 -3.82 1.42
C -1.88 -3.48 0.70
N -1.73 -2.32 0.06
H -3.93 1.13 -0.70
H -0.03 3.77 -2.10
H 0.14 4.21 -4.52
H -1.44 3.15 -6.09
H -3.21 1.65 -5.26
H -3.41 1.18 -2.85
H -3.59 4.28 -1.23
H -4.28 6.29 0.01
H -3.26 6.81 2.19
H -1.55 5.32 3.16
H -0.88 3.27 1.97
H -4.89 -1.15 0.49
H -5.16 -3.45 1.46
H -3.07 -4.76 1.94
H -1.14 -4.25 0.49
```

Properties
net charge = +3
HOMO (spin up / spin down) = -16.87 / -16.91 eV
HOMO-LUMO gap (spin up / spin down) = 0.2743 / 0.1882 hartree
electronic energy = -3104.73535 Eh
strongest force on any atom = 0.59 eV/Å
spin multiplicity = 5
lowest unoccupied orbital energy (spin up / spin down) = -9.4 / -11.8 eV